(1)
83
Properties=species:S:1:pos:R:3 method="wB97M-V/def2-TZVPD" largest_force_ev_per_a=2.82 total_energy_ev=-85678.60580 lumo_energy_ev="0.051 / 0.007" multiplicity=2 e_above_lowest_kcal_mol=35.1 e_homo_ev="-5.211 / -5.086"
Cr 0.46910 -0.71722 -0.75131
N -0.70947 -2.33762 -0.04939
C 0.10618 -3.51202 0.27562
C 1.27557 -3.59562 -0.70196
N 1.93229 -2.28977 -0.86826
C 3.04270 -1.99709 0.05229
C 2.51223 -1.43470 1.36597
N 1.53048 -0.39182 1.07219
H -1.09327 -1.91379 0.80293
H -1.46883 -2.59440 -0.66861
H -0.46650 -4.44169 0.21421
H 0.46000 -3.41669 1.30225
H 0.88415 -3.87923 -1.68035
H 1.98691 -4.36297 -0.37628
H 2.28678 -2.24785 -1.81841
H 3.66317 -1.23297 -0.42010
H 3.66276 -2.88282 0.23336
H 3.35579 -1.06485 1.95707
H 2.02906 -2.22088 1.94708
H 1.98512 0.51041 0.96895
H 0.77890 -0.33952 1.76870
C 0.29247 -0.85605 4.55887
C -0.91818 -1.74390 4.39910
C -1.17790 -2.71924 5.35387
C -2.32576 -3.49170 5.29616
C -3.25487 -3.24207 4.29865
C -3.02669 -2.28089 3.32269
C -4.10752 -1.98777 2.31156
C -1.81281 -1.55717 3.32411
N -1.43177 -0.78935 2.22325
C -2.01092 0.36434 1.88150
C -2.97781 0.99599 2.85767
C -1.77224 1.04737 0.67459
C -2.59675 2.31618 0.50487
N -0.92700 0.66117 -0.35290
C -0.96436 1.53283 -1.48465
C -1.86682 1.30004 -2.53313
C -2.88173 0.19707 -2.42356
C -1.83947 2.12145 -3.65137
C -0.95135 3.18175 -3.73162
C -0.12929 3.46705 -2.65454
C -0.14928 2.67669 -1.51045
C 0.65017 3.07499 -0.29813
H 0.32088 -0.45940 5.57532
H 0.25544 -0.01509 3.86904
H 1.22531 -1.40319 4.39724
H -0.47129 -2.86386 6.16475
H -2.50930 -4.26172 6.03466
H -4.18572 -3.79910 4.27705
H -4.65624 -2.89387 2.05180
H -3.71365 -1.53742 1.40216
H -4.82416 -1.27683 2.73201
H -3.03606 0.39461 3.76395
H -3.98271 1.08363 2.43821
H -2.65078 2.00030 3.13442
H -2.36677 3.04909 1.28388
H -3.66790 2.10508 0.56524
H -2.40808 2.78823 -0.45457
H -2.42572 -0.68659 -1.98113
H -3.27356 -0.06185 -3.40628
H -3.71161 0.50522 -1.78089
H -2.53438 1.93023 -4.46072
H -0.92396 3.80555 -4.61676
H 0.52668 4.33026 -2.69230
H 1.14256 4.03254 -0.47195
H 1.41274 2.33179 -0.07554
H 0.00340 3.16472 0.57717
S 0.09506 -1.18937 -3.04227
O 4.01360 1.92695 -1.17914
C 3.94370 2.15293 -2.51802
C 4.85275 3.00734 -3.12372
C 4.82098 3.22549 -4.49039
C 3.87525 2.57956 -5.27213
C 2.96595 1.72709 -4.68234
C 2.96860 1.49578 -3.30185
C 1.96239 0.60938 -2.72388
O 1.21640 -0.00580 -3.60586
O 1.80861 0.43253 -1.50212
H 4.68576 2.50915 -0.80872
H 5.60024 3.50437 -2.51466
H 5.54234 3.89318 -4.94215
H 3.84587 2.74246 -6.34090
H 2.21414 1.22090 -5.27107


(2)
38
Properties=species:S:1:pos:R:3 method="wB97M-V/def2-TZVPD" smiles=OCCO.OCCO.O.O.O.O.O.O largest_force_ev_per_a=2.88 total_energy_ev=-25010.65749 lumo_energy_ev=-0.452 e_above_lowest_kcal_mol=63.7 e_homo_ev=-9.759
O 0.80968 -0.04555 0.58484
C 0.54668 -0.51355 1.85384
C -0.29732 -1.76455 1.57384
O -0.93032 -2.01555 2.84384
H 1.48168 0.60445 0.60284
H 1.44168 -0.79455 2.38884
H -0.03232 0.22445 2.46984
H 0.26168 -2.60755 1.26184
H -1.12332 -1.58655 0.80984
H -0.26432 -2.08055 3.51984
O 1.01568 -1.78355 -1.60116
C 2.27368 -2.09855 -1.17316
C 2.91468 -3.09055 -2.17916
O 4.24268 -3.42255 -1.79016
H 0.67668 -1.29055 -0.87416
H 2.85368 -1.17455 -1.09216
H 2.12568 -2.62055 -0.16616
H 2.95868 -2.57555 -3.16416
H 2.30968 -3.99455 -2.29316
H 4.79768 -2.64055 -1.76116
O -1.09032 2.42145 2.36384
H -1.58532 1.89045 2.96184
H -1.66432 3.17945 2.22884
O 0.76668 4.12945 0.53984
H 0.03468 3.85645 1.07684
H 0.48368 4.91945 0.05384
O -2.00532 3.69945 -0.75116
H -2.96532 3.60145 -0.71916
H -1.90332 4.52545 -0.23516
O -3.80032 -0.47055 0.07084
H -3.87532 -0.56455 1.00584
H -3.03532 0.10645 -0.03516
O -0.99232 0.26645 -3.26016
H -1.86732 -0.05255 -3.43516
H -1.15832 0.58145 -2.36716
O -1.37432 0.88345 -0.67216
H -0.65232 0.47545 -0.17816
H -1.37832 1.82245 -0.46316


(3)
14
Properties=species:S:1:pos:R:3 method="wB97M-V/def2-TZVPD" largest_force_ev_per_a=1.47 total_energy_ev=-15126.86731 lumo_energy_ev="0.988 / -1.948" multiplicity=2 e_above_lowest_kcal_mol=2.9 e_homo_ev="-9.353 / -8.951"
C -1.84798 0.40789 1.20211
S -2.01304 0.33207 -0.60040
H -1.08571 1.09862 1.55336
H -2.77762 0.72630 1.67799
H -1.65140 -0.59766 1.56642
C 1.89510 -1.55600 0.43341
C 2.40413 -0.18142 0.08196
C 1.85094 0.68423 -0.75970
H 1.48676 -1.58403 1.44119
H 1.13842 -1.79298 -0.31990
H 2.64715 -2.32972 0.31857
H 3.30988 0.09758 0.61777
H 2.24243 1.69496 -0.73584
H 0.84232 0.60705 -1.14996


(4)
75
Properties=species:S:1:pos:R:3 method="wB97M-V/def2-TZVPD" largest_force_ev_per_a=2.63 total_energy_ev=-79197.92627 total_charge=+2 lumo_energy_ev="-4.454 / -8.662" multiplicity=5 e_homo_ev="-13.154 / -13.961"
Pd 0.48275 -0.73548 0.38319
C 4.46133 -0.42301 -3.68687
O 3.79606 0.20628 -2.58433
C 2.86802 -0.41750 -1.87947
O 2.35162 0.17481 -0.94077
N 2.57664 -1.69312 -2.24863
N 1.69198 -2.47508 -1.51370
H 5.14757 0.32322 -4.07234
H 3.75648 -0.69291 -4.47552
H 5.03393 -1.29207 -3.36038
H 2.98936 -2.08927 -3.07553
H 2.13961 -3.34547 -1.25527
H 0.84320 -2.65253 -2.03457
C -2.86734 -3.14701 0.66813
N -1.87502 -3.63898 1.60942
C -1.58038 -4.93567 1.87228
C -0.56980 -4.93769 2.79879
N -0.25363 -3.65604 3.10128
B 0.81300 -3.29805 4.18579
N 1.45055 -1.89284 3.93683
C 1.63248 -0.96495 4.89734
C 2.40150 0.05441 4.38517
N 2.67140 -0.25366 3.09544
C 3.57338 0.47835 2.21836
C 2.07563 -1.45774 2.81767
S 2.14459 -2.26930 1.32962
C -1.06084 -2.85278 2.37353
S -1.15152 -1.15838 2.39534
H -3.30117 -3.99119 0.13989
H -2.39939 -2.46696 -0.04208
H -3.65473 -2.61445 1.19775
H -2.09204 -5.75889 1.40369
H -0.06158 -5.76679 3.26103
H 0.28482 -3.28478 5.25856
H 1.68969 -4.11185 4.12227
H 1.20905 -1.07927 5.88079
H 2.77464 0.94924 4.85439
H 3.75194 1.46383 2.64056
H 3.15627 0.57480 1.21903
H 4.52288 -0.04960 2.14014
N -0.94643 -0.56661 -1.10092
P -1.25239 1.01359 -1.11516
C 0.04131 1.99065 -1.94095
C 0.42112 1.55231 -3.20893
C 1.35322 2.27442 -3.93259
C 1.90494 3.42845 -3.39330
C 1.49926 3.88102 -2.14760
C 0.55967 3.16777 -1.41533
C -2.72745 1.39290 -2.07758
C -3.52043 0.34729 -2.54062
C -4.63401 0.63059 -3.31767
C -4.94337 1.94696 -3.62591
C -4.14522 2.98810 -3.16535
C -3.02946 2.71691 -2.39196
C -1.42823 1.70618 0.55431
C -0.28241 1.89599 1.33838
C -0.41495 2.35188 2.64100
C -1.67714 2.60153 3.16216
C -2.81132 2.40904 2.38379
C -2.68996 1.96090 1.07495
H -0.03180 0.65661 -3.62090
H 1.63909 1.95015 -4.92495
H 2.64190 3.98760 -3.95429
H 1.90019 4.80105 -1.74354
H 0.22504 3.55034 -0.46211
H -3.25252 -0.67240 -2.29438
H -5.25702 -0.17423 -3.68406
H -5.81133 2.16537 -4.23359
H -4.39077 4.01103 -3.41719
H -2.39626 3.52349 -2.04150
H 0.70772 1.77064 0.89904
H 0.46285 2.53407 3.24695
H -1.77624 2.96186 4.17755
H -3.79139 2.61151 2.79427
H -3.56913 1.81144 0.46110